[1]
Here is a structure of composition C49H47BrN9O5Se2Zr at a distorted geometry from the OMol25 dataset. Energies are from ωB97M-V/def2-TZVPD.

```
114
C49H47BrN9O5Se2Zr ωB97M-V/def2-TZVPD
Zr 0.0466 1.2713 -0.6993
Se -0.0252 2.7636 -5.1889
Se 1.4480 2.1495 -3.5165
C 0.9233 0.2974 -3.3334
C 1.6147 -0.6521 -4.0219
C 1.0753 -1.9745 -4.0414
C 0.0168 -2.2805 -3.2729
C -0.5467 -1.2751 -2.3243
N -0.1902 0.1173 -2.6001
C -1.3621 3.8151 -4.2494
C -1.4507 5.1749 -4.5228
C -2.4058 5.9161 -3.8496
C -3.2668 5.2598 -2.9862
C -3.1246 3.8921 -2.8190
N -2.1580 3.1798 -3.4025
H 2.4627 -0.3717 -4.6266
H 1.4982 -2.6990 -4.7254
H -0.4839 -3.2354 -3.3361
H -1.6340 -1.3789 -2.2660
H -0.7749 5.6242 -5.2357
H -2.4833 6.9851 -3.9978
H -4.0333 5.7976 -2.4461
H -3.7981 3.3472 -2.1703
C -2.8874 -6.6223 3.2164
O -2.9822 -5.2093 3.2982
C -2.0742 -4.5416 4.0280
C -2.2195 -3.1480 4.0574
C -1.2929 -2.3631 4.6962
C -0.2006 -2.9514 5.3534
C -0.1130 -4.3412 5.4061
C -1.0220 -5.1313 4.7285
N 0.7739 -2.2256 6.0418
N 1.1208 -1.0747 5.7704
C 0.9355 -0.3425 4.6170
C 0.6518 1.0575 4.7833
C 0.4369 1.8960 3.7362
C 0.5384 1.4134 2.4040
O 0.3298 2.0918 1.3813
C 0.9923 0.0209 2.2244
N 1.1324 -0.3177 0.9876
C 1.7246 -1.5739 0.6389
C 1.9707 -2.4980 1.7880
C 1.6997 -2.1546 3.0486
C 1.1975 -0.8394 3.3522
H -3.7035 -6.9359 2.5716
H -3.0036 -7.0849 4.1986
H -1.9378 -6.9318 2.7722
H -3.0757 -2.7116 3.5618
H -1.4240 -1.2901 4.7360
H 0.7053 -4.7922 5.9506
H -0.9101 -6.2048 4.7608
H 0.5617 1.4284 5.7963
H 0.1667 2.9302 3.8996
H 2.6923 -1.3644 0.1466
H 2.4286 -3.4525 1.5733
H 1.9186 -2.8375 3.8561
Br -0.2033 9.0012 -0.5777
C -0.7349 7.3684 0.2133
C -1.4334 7.3784 1.4163
N -1.8139 6.2635 2.0240
C -1.5470 5.1045 1.4433
C -0.8932 5.0037 0.2175
C -0.4624 6.1647 -0.4090
C -0.6975 3.6585 -0.3649
O -1.5278 2.7493 -0.0892
O 0.2877 3.3762 -1.1016
H -1.6935 8.3084 1.9065
H -1.8573 4.2082 1.9657
H 0.0465 6.1197 -1.3622
N -0.0367 -1.3429 -0.9225
C 0.8861 -2.1247 -0.5332
N 1.2215 -3.3298 -1.1311
C 0.3565 -4.4540 -0.7617
C 0.5823 -5.6280 -1.7076
O 1.9463 -5.9824 -1.7624
C 2.7210 -4.8922 -2.2131
C 2.6224 -3.7145 -1.2473
H -0.6835 -4.1285 -0.8068
H 0.5848 -4.7786 0.2655
H 0.2239 -5.3711 -2.7129
H 0.0443 -6.5050 -1.3487
H 2.3813 -4.5750 -3.2068
H 3.7503 -5.2420 -2.2776
H 3.1835 -2.8691 -1.6504
H 3.0549 -4.0180 -0.2838
C 4.9317 3.4442 -1.5011
C 4.8278 1.9298 -1.2721
C 5.7474 1.4958 -0.1243
C 5.2017 1.1908 -2.5655
C 3.4330 1.6080 -0.9418
C 2.2613 1.3322 -0.7519
H 5.9525 3.7128 -1.7749
H 4.6561 3.9921 -0.6003
H 4.2626 3.7479 -2.3069
H 6.7840 1.7197 -0.3771
H 5.6609 0.4243 0.0596
H 5.4927 2.0241 0.7943
H 6.2398 1.3986 -2.8267
H 4.5637 1.5235 -3.3848
H 5.0808 0.1134 -2.4486
C -6.3858 -0.2220 0.0879
C -4.9231 0.0094 -0.1166
C -4.0148 -0.0785 0.9356
C -2.6679 0.0993 0.6899
N -2.1765 0.3715 -0.5205
C -3.0439 0.4881 -1.5303
C -4.4051 0.3023 -1.3757
H -6.6907 0.0410 1.0987
H -6.6091 -1.2798 -0.0642
H -6.9781 0.3469 -0.6258
H -4.3614 -0.2773 1.9404
H -1.9432 0.0235 1.4959
H -2.6220 0.7553 -2.4943
H -5.0624 0.3930 -2.2298
```

Computed properties:
**Relative energy (zero: lowest compared OMol25 entry of this formula, charge and spin)**: 106.30 kcal/mol
**Charge**: +1
**E_tot**: -277232.0954 eV
**Highest occupied orbital energy (spin up / spin down)**: -9.171 / -9.171 eV
**LUMO (spin up / spin down)**: -0.1843 / -0.1842 Eh
**Gap between HOMO and LUMO (spin up / spin down)**: 0.153 / 0.153 Ha

=====

[2]
Here is a cluster of 2 separate species, C12H24O4S in total at a distorted geometry from the OMol25 dataset. Energies are from ωB97M-V/def2-TZVPD.

```
41
C12H24O4S ωB97M-V/def2-TZVPD
C 1.0582 -1.9753 4.7789
C -0.2942 -2.6673 4.1242
C -0.2973 -2.6476 2.4655
C 0.8116 -3.6524 1.7946
O 1.1683 -3.3456 0.3996
C 1.8170 -2.0037 0.2932
O 3.0831 -1.7699 0.7102
O 0.9277 -0.9303 -0.2625
C 1.6837 -0.0349 -1.1519
C 2.3432 1.2230 -0.2740
C 1.0771 2.2423 0.1182
S 1.8689 3.9661 0.3359
H 2.0635 -2.4607 4.3773
H 1.0255 -2.2602 5.9377
H 1.0579 -0.8005 4.7414
H -1.2059 -1.9964 4.4727
H -0.4660 -3.7718 4.4720
H -1.3737 -3.0087 2.1021
H -0.2062 -1.5236 2.1535
H 0.3058 -4.7333 1.7719
H 1.7648 -3.7884 2.5004
H 0.9310 0.3749 -1.9828
H 2.5536 -0.5951 -1.7327
H 3.1588 1.7692 -0.9122
H 2.8659 0.8438 0.7256
H 0.2872 2.3389 -0.7421
H 0.6139 1.8374 1.1402
H 3.0139 3.6874 1.1392
C -3.4030 1.6218 -3.5922
C -2.3725 2.4836 -4.2748
C -1.4857 2.8927 -3.1190
O -1.5244 1.8220 -2.1655
C -2.5795 0.9225 -2.5329
H -3.9103 0.9264 -4.2657
H -4.1616 2.2557 -3.1178
H -1.8000 1.8810 -4.9899
H -2.7971 3.3370 -4.8096
H -1.8660 3.7935 -2.6257
H -0.4520 3.0738 -3.4274
H -2.1184 0.0103 -2.9272
H -3.1670 0.6622 -1.6482
```

Computed properties:
**SMILES string**: CCCCOC(=O)OCCCS.C1CCOC1
**E_tot**: -31852.6592 eV
**Highest occupied orbital energy**: -8.748 eV
**LUMO**: 0.0230 Eh
**Gap between HOMO and LUMO**: 0.344 Ha

=====

Which of these has the lowest E_tot?
C49H47BrN9O5Se2Zr

=====

Which of these has the lowest E_tot?
C49H47BrN9O5Se2Zr

=====

Among the records above, which one has the lowest E_tot?
C49H47BrN9O5Se2Zr